# 1
{"formula": "C14H38BeN3O7", "method": "ωB97M-V/def2-TZVPD", "elements": ["Be", "O", "C", "O", "O", "H", "C", "C", "C", "O", "C", "N", "H", "H", "H", "H", "H", "H", "H", "H", "H", "H", "H", "C", "C", "C", "O", "C", "N", "H", "H", "H", "H", "H", "H", "H", "H", "H", "H", "H", "C", "C", "C", "O", "C", "N", "H", "H", "H", "H", "H", "H", "H", "H", "H", "H", "H", "C", "O", "H", "H", "H", "H"], "positions_angstrom": [[0.318215, 0.898668, 2.311760], [0.381427, -1.815984, -0.880912], [0.658225, -1.102061, 0.211258], [0.313114, -1.452747, 1.374441], [1.182153, 0.046158, 0.068732], [0.452729, -1.143665, -1.579705], [-2.096654, -1.470506, -3.624576], [-1.872191, 0.022044, -3.507001], [-0.584335, 0.635861, -4.000595], [0.516031, -0.130014, -3.481849], [1.776884, 0.297924, -3.972372], [-3.057505, 0.826241, -3.767302], [-1.256547, -2.084799, -3.302452], [-2.083141, -1.795044, -4.673099], [-3.072791, -1.781605, -3.259887], [-1.713355, 0.137099, -2.424906], [-0.545439, 1.721583, -3.853223], [-0.466246, 0.659377, -5.092718], [1.925456, 1.371375, -4.094321], [1.895229, -0.188257, -4.945588], [2.577925, -0.133137, -3.372975], [-3.535709, 0.682920, -4.646659], [-2.848739, 1.813727, -3.699826], [-3.075601, 2.635898, 1.445597], [-2.379733, 1.574842, 0.585822], [-1.192518, 2.047635, -0.283746], [-0.039847, 2.466845, 0.483465], [0.828968, 3.170687, -0.377288], [-2.004764, 0.459064, 1.399898], [-2.540300, 2.967664, 2.334425], [-4.091058, 2.318284, 1.694937], [-3.358570, 3.510357, 0.854548], [-3.184978, 1.273671, -0.092513], [-1.616373, 2.856811, -0.879794], [-0.856987, 1.219734, -0.911393], [1.611877, 3.473351, 0.321545], [0.405415, 4.042095, -0.875336], [1.321765, 2.482795, -1.069468], [-1.716891, -0.316715, 0.806108], [-2.877188, 0.131294, 1.806295], [2.574075, -1.630861, 5.164872], [2.245704, -0.292884, 4.471404], [3.134507, 0.041040, 3.288521], [2.684566, 1.248898, 2.750895], [3.370787, 1.627049, 1.576890], [0.804741, -0.340304, 4.078557], [2.189242, -1.652859, 6.183088], [3.631135, -1.900253, 5.167192], [2.122746, -2.460118, 4.614144], [2.424265, 0.465836, 5.236125], [2.839651, -0.615662, 2.458957], [4.215570, -0.026689, 3.410219], [2.897070, 2.502661, 1.132125], [3.690507, 0.922382, 0.809836], [4.317290, 2.129576, 1.815320], [0.607665, -1.332317, 3.984713], [0.343525, -0.151167, 4.965638], [-1.555430, -5.419286, -0.583529], [-0.888453, -4.623647, -1.513348], [-1.783954, -6.446801, -0.869813], [-0.959910, -5.549869, 0.324914], [-2.531322, -4.981631, -0.350445], [-0.471959, -3.842537, -1.145590]], "forces_ev_per_a": [[0.71, -3.03, -1.52], [-0.14, 0.00, 0.32], [0.01, 1.89, 2.25], [-0.31, -0.59, -0.30], [-0.06, 0.35, -0.12], [0.22, -0.26, -0.81], [0.42, -0.46, -2.21], [-0.07, 0.41, 1.96], [0.87, -0.80, -2.01], [-0.46, 1.26, 0.94], [0.24, -1.12, -0.85], [-0.19, 0.11, -0.09], [-0.20, 0.25, 0.90], [-0.37, 0.36, -0.30], [0.23, 0.07, 0.50], [-0.20, 0.04, 0.27], [0.18, 0.02, 1.17], [-0.35, -0.65, -0.29], [-0.34, 0.11, 0.29], [0.13, 0.35, -0.27], [-0.22, 0.18, 0.40], [0.29, -0.31, -0.14], [-0.02, 0.03, 0.00], [-0.45, 0.51, -0.54], [-0.23, 1.47, -0.57], [-0.78, -0.61, 0.92], [-2.16, -0.11, 0.41], [1.97, -0.24, 0.94], [1.18, -0.67, 0.75], [0.08, -0.12, -0.01], [0.26, -0.54, 0.54], [0.64, 0.16, -0.16], [0.35, -0.11, -0.53], [0.53, 0.23, -0.13], [-0.04, 0.10, -0.19], [-0.03, 0.60, -0.52], [-0.37, -0.16, 0.14], [-0.34, -0.01, -0.24], [0.32, -0.09, 0.15], [0.36, -0.13, 0.78], [0.14, -0.29, -0.65], [1.31, -0.51, 0.80], [-1.41, -1.86, -1.42], [-1.27, 1.50, -0.49], [1.77, 2.35, -0.57], [-0.01, 1.46, -0.06], [0.06, 0.04, 0.00], [0.09, 0.45, 0.20], [-0.16, 0.00, -0.03], [-0.44, 0.36, -0.20], [0.57, -1.02, 0.36], [-0.07, 0.35, 0.52], [-0.63, -0.71, -0.05], [-1.04, -0.76, 0.31], [0.23, -0.41, 0.76], [-0.32, -0.01, -1.10], [-0.50, 0.49, -0.20], [-0.38, 0.19, 1.36], [0.25, -0.51, -1.44], [0.40, 0.18, -0.96], [-0.15, 0.23, 0.21], [0.01, 0.05, 0.33], [-0.12, -0.03, 0.51]], "total_charge": 1, "gap_ev": 7.115, "energy_ha": -1261.6030, "de_lowest_kcal_mol": 30.1}



# 2
{"formula": "C6H12N4", "method": "ωB97M-V/def2-TZVPD", "elements": ["C", "C", "C", "C", "C", "C", "H", "H", "H", "H", "H", "H", "H", "H", "H", "H", "H", "H", "N", "N", "N", "N"], "positions_angstrom": [[2.116607, 0.438767, 0.012956], [-4.961423, 0.238280, -0.325225], [-3.761305, -0.303019, -0.518303], [-2.459366, 0.407505, -0.256671], [-1.577775, -0.355278, 0.640004], [-0.868522, -0.990920, 1.358641], [4.566579, 0.097862, -1.097686], [4.600576, -0.569335, 0.421501], [2.373134, -1.459310, -0.827974], [0.325079, -0.598310, -0.396907], [0.182025, 1.041716, 0.312287], [3.607024, 1.513644, 0.452852], [-5.859642, -0.315105, -0.543858], [-5.071959, 1.244951, 0.059342], [-3.673739, -1.315815, -0.893683], [-2.662761, 1.413972, 0.174207], [-1.934059, 0.592498, -1.225279], [-0.190948, -1.564711, 2.013967], [4.218320, -0.670641, -0.523020], [2.832644, -0.638859, -0.477195], [0.759595, 0.253336, -0.039807], [2.590783, 1.528439, 0.480424]], "forces_ev_per_a": [[-0.53, -0.13, -0.47], [0.61, -0.17, -0.05], [-0.41, 0.25, 0.05], [0.17, 0.65, -0.23], [-1.64, -0.17, 0.11], [0.15, -1.37, 1.60], [-0.06, -0.21, 0.15], [-0.10, -0.05, -0.38], [-0.01, 0.07, 0.01], [0.60, 1.01, 0.35], [1.00, -1.36, -0.51], [-0.09, 0.08, 0.07], [-0.14, -0.05, -0.02], [0.00, 0.01, 0.00], [-0.02, -0.05, -0.01], [0.15, -0.61, -0.19], [-0.27, -0.17, 0.59], [-0.87, 0.80, -0.85], [0.29, 0.25, 0.25], [-0.03, 0.05, 0.07], [0.79, 1.11, -0.62], [0.41, 0.07, 0.06]], "gap_ev": 9.292, "energy_ha": -454.6981, "smiles": "[H]/N=C(/N)NN.C#CCC=C", "de_lowest_kcal_mol": 82.2}



# 3
{"formula": "C31H35F6O5P", "method": "ωB97M-V/def2-TZVPD", "elements": ["C", "P", "C", "C", "O", "O", "C", "O", "C", "C", "C", "C", "O", "C", "O", "C", "C", "C", "F", "C", "F", "F", "H", "H", "H", "H", "H", "H", "H", "H", "H", "H", "H", "H", "H", "H", "H", "H", "H", "H", "H", "H", "F", "C", "C", "C", "C", "C", "C", "H", "H", "H", "H", "H", "F", "C", "C", "C", "C", "C", "C", "H", "H", "H", "H", "H", "F", "C", "C", "C", "C", "C", "C", "H", "H", "H", "H", "H"], "positions_angstrom": [[-4.582754, 1.020413, 3.218216], [-4.761949, 1.067948, 1.398403], [-4.105730, 2.629472, 0.721419], [-3.996541, -0.346744, 0.543618], [-4.047988, -0.344165, -0.655550], [-3.467949, -1.424793, 1.217689], [-2.026948, -1.398426, 1.375807], [-1.343019, -0.993851, 0.241942], [-1.650082, -2.872392, 1.581017], [-1.630356, -3.669804, 0.264024], [-0.249635, -4.243036, -0.091985], [0.920825, -3.245005, -0.052289], [1.464451, -2.936569, -1.359498], [0.524796, -2.202055, -2.041096], [0.561454, -1.013063, -2.089666], [-1.662312, -0.603556, 2.655991], [-0.925368, 0.708846, 2.405207], [-0.594509, 1.430748, 3.683206], [-1.046621, 0.903138, 4.850593], [0.200359, 2.533643, 3.706794], [-0.132292, 3.665620, 3.099712], [1.395594, 2.617023, 4.267433], [-5.305068, 1.694660, 3.669664], [-3.599067, 1.384234, 3.529151], [-4.681434, 0.012296, 3.608737], [-3.023665, 2.696939, 0.625350], [-4.464102, 3.433662, 1.362327], [-4.581253, 2.777805, -0.243833], [-1.420939, -0.049000, 0.069091], [-2.432262, -3.289596, 2.212871], [-0.692426, -2.959282, 2.087827], [-2.066024, -3.125397, -0.570031], [-2.268559, -4.542068, 0.415063], [-0.042245, -5.049822, 0.611293], [-0.262361, -4.693375, -1.083855], [1.744801, -3.716173, 0.479821], [0.697818, -2.315349, 0.466837], [-0.266914, -2.799431, -2.506781], [-2.567547, -0.474325, 3.236507], [-1.020808, -1.225579, 3.277753], [-1.479032, 1.337173, 1.695840], [0.024703, 0.464138, 1.931224], [-1.862588, -3.291922, -3.564469], [-2.109109, -2.839713, -4.818577], [-2.139492, -3.742560, -5.860002], [-2.395658, -3.270681, -7.139189], [-2.606279, -1.915636, -7.354274], [-2.565620, -1.028176, -6.287327], [-2.319268, -1.489939, -5.002864], [-1.965586, -4.793031, -5.668893], [-2.430372, -3.963603, -7.968824], [-2.802135, -1.551761, -8.353832], [-2.725790, 0.028257, -6.453905], [-2.289774, -0.819431, -4.154019], [8.329405, -2.837432, -0.534070], [7.118150, -2.863321, -1.128934], [6.966116, -3.569015, -2.304910], [5.717198, -3.595683, -2.910024], [4.649771, -2.915499, -2.340522], [4.827727, -2.208884, -1.160090], [6.069988, -2.183239, -0.542057], [7.813631, -4.086241, -2.734326], [5.578740, -4.149920, -3.828644], [3.678498, -2.934482, -2.813519], [3.994433, -1.676498, -0.721600], [6.229913, -1.644920, 0.382620], [3.006396, 10.069197, 2.306721], [2.589777, 8.885757, 2.798318], [1.859724, 8.043472, 1.984303], [1.436661, 6.824507, 2.493802], [1.738657, 6.470768, 3.801337], [2.470981, 7.335899, 4.602408], [2.906592, 8.553343, 4.099961], [1.629922, 8.342519, 0.970549], [0.869333, 6.149011, 1.867602], [1.403829, 5.521217, 4.194541], [2.704438, 7.063389, 5.622776], [3.484750, 9.239355, 4.704091]], "forces_ev_per_a": [[1.44, 0.51, -0.06], [-2.01, -0.39, 0.22], [0.28, -0.18, -0.01], [0.80, 0.25, -0.22], [0.03, 0.06, -0.13], [-0.24, 0.45, -0.20], [0.82, -0.73, 0.89], [-0.11, 0.23, -0.09], [-0.66, -0.04, -0.73], [-0.02, -0.76, 0.10], [-0.06, 0.55, 0.14], [0.57, -0.81, 0.18], [-0.58, 0.26, 0.14], [0.10, 0.08, 0.15], [0.12, 0.21, -0.25], [-0.09, 0.03, -0.01], [-0.79, 0.16, -0.04], [-0.43, 1.12, -0.39], [1.41, -0.94, 0.04], [-0.43, -0.73, 0.37], [0.93, -0.42, -1.17], [-0.67, 0.70, 1.13], [-0.29, -0.15, -0.10], [0.00, -0.01, 0.16], [-0.32, -0.08, -0.10], [0.05, 0.07, 0.00], [0.03, -0.03, 0.15], [0.13, -0.05, -0.13], [-0.07, 0.00, -0.04], [0.16, 0.03, 0.31], [0.04, 0.12, 0.10], [0.03, 0.26, 0.07], [-0.14, 0.02, -0.16], [0.12, -0.02, 0.03], [-0.07, -0.12, -0.01], [0.17, 0.09, -0.11], [-0.20, 0.09, -0.09], [0.21, 0.02, 0.04], [-0.03, 0.16, 0.00], [0.07, -0.06, -0.04], [-0.05, 0.12, 0.12], [-0.01, 0.05, -0.15], [-0.23, -0.15, -0.13], [-0.05, 0.10, -0.15], [0.03, -0.19, 0.03], [0.00, 0.11, 0.03], [-0.01, 0.01, -0.04], [0.01, -0.10, -0.05], [0.01, 0.15, 0.14], [-0.01, 0.01, 0.02], [0.01, -0.02, 0.00], [0.00, 0.00, 0.00], [-0.01, 0.01, 0.02], [0.02, -0.03, 0.02], [0.01, 0.00, 0.01], [-0.14, 0.00, -0.07], [0.11, -0.09, -0.08], [-0.01, 0.08, 0.10], [-0.05, -0.02, -0.10], [0.05, -0.04, -0.02], [0.00, 0.08, 0.12], [0.01, 0.00, 0.03], [0.02, 0.00, -0.01], [-0.02, -0.01, 0.03], [-0.02, -0.01, 0.00], [0.03, 0.00, -0.01], [0.01, 0.02, -0.01], [-0.05, -0.14, 0.06], [-0.04, 0.02, -0.15], [0.03, 0.03, 0.09], [-0.02, -0.05, 0.03], [-0.04, -0.01, -0.10], [0.08, 0.09, 0.10], [0.02, 0.02, 0.00], [-0.01, 0.01, -0.01], [0.01, 0.00, 0.01], [0.02, 0.00, 0.01], [-0.01, 0.02, -0.02]], "gap_ev": 8.180, "energy_ha": -2518.8495, "smiles": "CP(C)C(=O)O[C@](O)(CCCCOC=O)CCC(F)=C(F)F.Fc1ccccc1.Fc1ccccc1.Fc1ccccc1"}



LUMO (eV)
-4.39, 0.82, -0.34